No. 1
Below is C4H26BO21 as an isolated structure in a non-equilibrium geometry, with properties calculated with ωB97M-V/def2-TZVPD.

XYZ file:
```
52
C4H26BO21 | the Open Molecules 2025 dataset | ωB97M-V/def2-TZVPD
O -0.953 -3.117 -0.667
C -0.585 -2.148 -0.063
O -0.507 -1.112 -0.771
B 0.224 -0.055 0.094
O 0.525 -0.873 1.306
C 0.030 -2.040 1.110
O -0.408 -2.608 2.094
O -0.587 1.051 0.386
C 0.052 2.089 0.037
O -0.475 3.257 0.091
C 1.311 1.741 -0.599
O 1.417 0.509 -0.508
O 2.184 2.569 -0.781
O -1.738 1.853 3.157
H -2.588 1.763 2.817
H -1.476 0.940 3.017
O -1.068 -5.392 -2.031
H -1.042 -4.653 -1.479
H -0.187 -5.831 -2.311
O 2.029 4.218 -2.803
H 1.963 3.595 -1.965
H 1.641 5.145 -2.616
O -3.747 -3.930 -2.226
H -2.831 -4.262 -2.354
H -4.249 -4.717 -2.554
O 1.287 -3.601 4.140
H 0.953 -4.346 4.835
H 0.524 -3.152 3.611
O 4.626 2.251 0.810
H 4.738 3.066 0.522
H 3.939 2.283 0.174
O 0.480 -2.302 -3.376
H 0.847 -1.572 -3.584
H 0.090 -2.027 -2.602
O -2.205 -4.594 2.181
H -1.959 -5.426 2.146
H -1.611 -4.103 1.774
O 1.281 -0.402 3.865
H 1.981 -0.845 4.206
H 1.074 -0.753 2.980
O -2.528 4.682 1.536
H -1.992 5.175 2.250
H -1.880 4.129 1.242
O -1.690 1.540 -2.511
H -2.513 1.897 -1.980
H -1.742 0.555 -2.624
O 3.650 0.632 -3.083
H 3.767 0.011 -3.870
H 2.887 0.334 -2.789
O -0.712 6.346 0.073
H -0.761 5.422 0.093
H -1.489 6.787 -0.402
```

maximum force: 9.82 eV/Å
lowest unoccupied orbital energy: 1.0 eV
charge: -1
relative energy (zero: lowest compared OMol25 entry of this formula, charge and spin): 775.0 kJ/mol

Atom charges from the Löwdin analysis, given in e for atoms 1 to 4: 0.18, -0.48, 0.27, -0.79

=====

No. 2
Below is a 14-piece molecular cluster, C4H26BO21 overall, with properties calculated with ωB97M-V/def2-TZVPD.

XYZ file:
```
52
C4H26BO21 | the Open Molecules 2025 dataset | ωB97M-V/def2-TZVPD
O 1.602 3.328 -0.311
C 1.346 2.189 -0.555
O 0.204 1.565 -0.303
B 0.376 0.130 -0.554
O 1.708 -0.004 -1.180
C 2.307 1.171 -1.210
O 3.362 1.444 -1.699
O -0.711 -0.389 -1.386
C -1.395 -1.298 -0.719
O -2.397 -1.836 -1.100
C -0.694 -1.522 0.630
O 0.325 -0.692 0.686
O -1.056 -2.267 1.494
O 1.261 4.784 -3.028
H 2.208 4.930 -2.936
H 0.859 5.560 -2.621
O 5.787 3.174 -1.149
H 5.085 2.512 -1.193
H 5.752 3.498 -0.245
O -0.847 -5.839 1.499
H -0.161 -6.448 1.785
H -0.516 -4.974 1.768
O 0.476 -3.814 3.544
H 0.341 -2.996 3.047
H 0.659 -3.527 4.443
O -1.356 3.754 -1.620
H -0.534 4.055 -2.026
H -1.055 3.124 -0.950
O 0.913 5.791 0.972
H 0.980 5.019 0.388
H 0.129 6.260 0.675
O -2.270 -3.001 -3.863
H -1.585 -2.753 -4.490
H -2.105 -2.445 -3.090
O 3.096 -1.805 1.805
H 3.654 -2.052 1.062
H 2.270 -1.521 1.399
O 1.618 -3.036 -2.843
H 2.159 -2.976 -3.635
H 1.537 -2.127 -2.536
O -2.991 1.646 -0.221
H -3.142 1.936 -1.126
H -3.372 0.764 -0.168
O -4.853 -1.802 0.725
H -4.502 -1.291 -0.008
H -4.292 -2.586 0.730
O -2.754 -2.883 3.888
H -1.958 -2.639 3.400
H -2.465 -3.603 4.455
O -0.640 1.698 2.872
H -1.140 1.579 2.057
H -1.220 2.214 3.439
```

maximum force: 0.55 eV/Å
lowest unoccupied orbital energy: 2.2 eV
charge: -1
relative energy (zero: lowest compared OMol25 entry of this formula, charge and spin): 58.0 kJ/mol

Atom charges from the Löwdin analysis, given in e for atoms 1 to 4: 0.16, -0.35, 0.21, -0.88

=====

No. 3
Below is C4H26BO21 as an isolated structure in a non-equilibrium geometry, with properties calculated with ωB97M-V/def2-TZVPD.

XYZ file:
```
52
C4H26BO21 | the Open Molecules 2025 dataset | ωB97M-V/def2-TZVPD
O 1.206 3.365 0.147
C 0.544 2.363 0.384
O 0.721 1.223 0.006
B -0.121 0.254 0.809
O -0.823 1.216 1.758
C -0.490 2.329 1.347
O -1.053 3.373 1.719
O 0.632 -0.773 1.428
C 0.209 -1.795 1.014
O 0.888 -2.791 1.087
C -0.943 -1.662 0.204
O -1.118 -0.409 -0.019
O -1.507 -2.554 -0.255
O 3.936 3.572 1.160
H 4.129 2.665 0.884
H 2.874 3.620 0.925
O 2.627 -2.785 3.463
H 1.957 -3.063 4.131
H 1.820 -2.433 2.955
O -2.774 -0.047 -1.572
H -2.410 -0.141 -0.749
H -2.336 0.823 -2.160
O -3.723 2.520 1.122
H -2.910 2.396 1.639
H -3.738 3.287 0.512
O -4.438 -2.595 -2.065
H -5.150 -2.367 -1.412
H -3.762 -1.903 -2.079
O 2.785 -0.992 -0.972
H 3.027 -0.659 -0.201
H 1.978 -0.739 -1.108
O 2.417 3.724 -1.969
H 2.066 3.542 -1.084
H 2.043 2.971 -2.604
O -3.176 -4.656 0.760
H -2.848 -3.879 0.243
H -3.963 -4.251 1.122
O 0.263 -5.353 -0.440
H 0.788 -4.774 -1.148
H 0.085 -4.797 0.321
O 3.247 -3.678 -0.431
H 2.426 -3.699 0.086
H 3.396 -2.692 -0.578
O 1.263 -3.665 -1.771
H 2.080 -3.588 -1.412
H 1.488 -4.294 -2.383
O -0.107 6.210 0.689
H -0.948 6.678 0.632
H -0.378 5.234 1.082
O -1.001 4.982 -1.630
H -0.045 4.992 -1.463
H -1.154 5.707 -2.114
```

maximum force: 10.84 eV/Å
lowest unoccupied orbital energy: 1.4 eV
charge: -1
relative energy (zero: lowest compared OMol25 entry of this formula, charge and spin): 793.3 kJ/mol

Atom charges from the Löwdin analysis, given in e for atoms 1 to 4: 0.09, -0.43, 0.33, -0.73

=====

No. 4
Below is a 9-piece molecular cluster, C4H26N2O10 overall in a non-equilibrium geometry, with properties calculated with ωB97M-V/def2-TZVPD.

XYZ file:
```
42
C4H26N2O10 | the Open Molecules 2025 dataset | ωB97M-V/def2-TZVPD
C -2.532 1.499 0.931
C -1.450 0.670 0.207
N -0.286 0.432 1.077
C 1.014 0.711 0.521
O 1.875 1.289 1.478
C -2.001 -0.713 -0.174
N -1.625 -1.212 -1.360
O -2.623 -1.333 0.676
H -3.309 0.827 1.300
H -2.146 1.994 1.819
H -2.967 2.238 0.258
H -1.159 1.256 -0.665
H -0.350 -0.466 1.544
H 1.512 -0.198 0.142
H 0.958 1.302 -0.394
H 1.724 2.238 1.504
H -0.894 -0.754 -1.886
H -1.725 -2.171 -1.656
O 0.472 -2.627 1.720
H 1.160 -2.733 2.376
H -0.420 -2.873 2.048
O 3.065 1.157 -2.434
H 4.005 1.045 -2.250
H 2.883 2.016 -2.036
O 1.934 -2.874 -1.000
H 1.449 -2.720 -0.172
H 2.839 -2.831 -0.662
O -1.191 0.714 4.265
H -1.875 1.124 3.715
H -0.448 0.902 3.663
O -1.601 -2.273 3.350
H -1.338 -1.414 3.711
H -2.399 -2.004 2.868
O 0.096 0.925 -2.953
H -0.844 0.840 -3.140
H 0.462 0.016 -3.013
O 1.166 3.313 -1.922
H 1.254 3.091 -2.855
H 0.425 3.919 -1.861
O 1.351 -1.467 -3.178
H 1.498 -2.068 -2.406
H 2.040 -0.790 -3.155
```

maximum force: 1.36 eV/Å
lowest unoccupied orbital energy: 0.2 eV
charge: 0
relative energy (zero: lowest compared OMol25 entry of this formula, charge and spin): 187.9 kJ/mol
structure (SMILES): C[C@@H](NCO)C(N)=O.O.O.O.O.O.O.O.O

Atom charges from the Löwdin analysis, given in e for atoms 1 to 4: -0.03, -0.29, 0.02, -0.30

=====

No. 5
Below is a 9-piece molecular cluster, C4H26N2O10 overall in a non-equilibrium geometry, with properties calculated with ωB97M-V/def2-TZVPD.

XYZ file:
```
42
C4H26N2O10 | the Open Molecules 2025 dataset | ωB97M-V/def2-TZVPD
C 0.896 1.056 0.293
C 1.306 1.416 1.723
N 2.755 1.484 1.922
C 0.751 0.417 2.764
N -0.625 0.048 2.460
C -1.045 -1.162 2.089
O -2.133 -1.448 1.609
O -0.145 -2.163 2.371
H 1.477 1.670 -0.398
H -0.160 1.230 0.089
H 1.123 0.024 0.020
H 0.886 2.401 1.933
H 3.110 2.382 1.607
H 3.236 0.756 1.404
H 0.759 0.898 3.744
H 1.387 -0.458 2.843
H -1.227 0.864 2.277
H -0.577 -3.008 2.361
O 2.012 -0.478 -2.843
H 1.547 -1.255 -2.411
H 2.691 -0.859 -3.429
O -2.085 2.328 1.834
H -2.951 2.463 2.196
H -2.195 2.402 0.849
O -2.257 0.513 -2.434
H -1.487 0.604 -3.039
H -2.089 -0.286 -1.880
O -2.497 2.650 -0.834
H -2.465 1.846 -1.420
H -2.058 3.369 -1.317
O 2.074 -2.583 0.712
H 2.687 -1.845 0.797
H 1.364 -2.397 1.367
O -1.785 -1.922 -1.062
H -2.467 -2.530 -1.396
H -1.963 -1.771 -0.103
O 0.786 -2.615 -1.718
H 1.252 -2.700 -0.855
H -0.126 -2.382 -1.454
O -0.154 0.658 -4.135
H 0.649 0.319 -3.654
H -0.256 0.063 -4.882
```

maximum force: 1.22 eV/Å
lowest unoccupied orbital energy: 0.3 eV
charge: 0
relative energy (zero: lowest compared OMol25 entry of this formula, charge and spin): 0.0 kJ/mol
structure (SMILES): C[C@H](N)CNC(=O)O.O.O.O.O.O.O.O.O

Atom charges from the Löwdin analysis, given in e for atoms 1 to 4: -0.04, -0.42, 0.03, -0.13

=====

No. 6
Below is a 9-piece molecular cluster, C4H26NO8S overall in a non-equilibrium geometry, with properties calculated with ωB97M-V/def2-TZVPD.

XYZ file:
```
40
C4H26NO8S | the Open Molecules 2025 dataset | ωB97M-V/def2-TZVPD
C 1.329 0.859 1.998
C 2.268 0.434 0.914
S 1.787 -0.914 -0.069
C 0.513 2.144 1.553
N 0.061 2.223 0.155
C 0.403 3.338 -0.670
H 0.444 0.202 2.317
H 1.810 1.343 3.000
H 3.272 0.191 1.478
H 2.632 1.181 0.188
H -0.388 2.394 2.162
H 1.179 2.963 1.777
H 0.427 1.360 -0.283
H -0.364 4.164 -0.552
H 0.698 3.057 -1.724
H 1.233 3.901 -0.274
H 0.080 -0.679 -3.598
H 0.435 0.004 -2.309
O -0.287 -0.086 -2.914
H 1.340 -3.526 -2.690
H 2.185 -2.673 -1.784
O 2.192 -3.189 -2.601
H -0.985 -1.562 4.046
H -1.679 -1.998 2.539
O -1.721 -1.928 3.484
H -2.523 -0.232 3.490
H -3.068 0.571 2.277
O -2.905 0.610 3.245
H 2.411 -0.573 -3.247
H 2.093 0.145 -2.100
O 2.382 0.410 -3.122
H -0.723 -3.136 0.196
H 0.117 -2.272 1.033
O -0.815 -2.521 0.899
H -1.354 0.463 0.431
H -1.748 -0.921 0.159
O -2.173 -0.158 0.446
H -2.807 0.980 -2.410
H -3.876 0.715 -1.567
O -3.790 0.906 -2.601
```

maximum force: 4.96 eV/Å
lowest unoccupied orbital energy: 2.7 eV
charge: -1
relative energy (zero: lowest compared OMol25 entry of this formula, charge and spin): 145.0 kJ/mol

Atom charges from the Löwdin analysis, given in e for atoms 1 to 4: -0.27, -0.77, 0.54, -0.26